DFT (ωB97M-V with the def2-TZVPD basis set) results for an isolated molecule of C22H31N3O4S at a distorted geometry.

Last column: natural (NBO) charge in e.
CARTESIAN COORDINATES (ANGSTROEM)
O 3.714 4.668 0.734  -0.582
C 2.780 4.046 0.285  0.690
C 2.905 2.749 -0.486  -0.498
C 1.849 2.648 -1.582  -0.421
C 0.483 2.859 -0.998  -0.064
C -0.648 2.196 -1.437  -0.104
C -1.879 2.492 -0.881  -0.393
S -3.301 1.542 -1.380  2.322
O -3.291 1.308 -2.794  -0.935
O -4.489 2.106 -0.801  -0.949
N -2.935 0.058 -0.651  -0.679
C -3.949 -0.969 -0.893  -0.228
C -4.604 -1.220 0.464  -0.417
C -3.442 -0.988 1.428  -0.400
C -2.724 0.208 0.789  -0.163
C -1.225 0.258 1.082  0.693
O -0.724 1.037 1.869  -0.633
N -0.535 -0.656 0.384  -0.631
C 0.909 -0.778 0.432  -0.037
C 1.436 -1.229 -0.931  -0.414
C 0.994 -2.598 -1.451  -0.395
C 1.434 -3.826 -0.647  -0.405
C 2.900 -3.810 -0.193  -0.406
C 3.108 -3.452 1.280  -0.384
C 2.796 -2.013 1.698  -0.408
C 1.310 -1.636 1.642  -0.408
C -2.013 3.456 0.099  -0.143
C -0.891 4.117 0.557  -0.235
C 0.358 3.809 0.026  0.199
N 1.492 4.460 0.482  -0.607
H 2.772 1.939 0.238  0.231
H 3.914 2.680 -0.892  0.243
H 2.033 3.423 -2.333  0.223
H 1.911 1.681 -2.083  0.224
H -0.598 1.455 -2.220  0.230
H -3.452 -1.871 -1.267  0.190
H -4.643 -0.613 -1.653  0.231
H -5.385 -0.479 0.637  0.218
H -5.031 -2.218 0.543  0.221
H -2.781 -1.857 1.445  0.206
H -3.762 -0.769 2.444  0.233
H -3.177 1.143 1.140  0.233
H -1.038 -1.203 -0.296  0.405
H 1.292 0.235 0.616  0.212
H 2.525 -1.190 -0.906  0.211
H 1.105 -0.486 -1.662  0.209
H -0.094 -2.624 -1.552  0.190
H 1.404 -2.691 -2.460  0.209
H 0.790 -3.961 0.221  0.195
H 1.271 -4.695 -1.289  0.210
H 3.481 -3.138 -0.825  0.194
H 3.316 -4.811 -0.334  0.211
H 2.509 -4.131 1.892  0.192
H 4.157 -3.643 1.521  0.206
H 3.382 -1.316 1.098  0.193
H 3.140 -1.903 2.729  0.214
H 0.696 -2.535 1.675  0.195
H 1.050 -1.047 2.524  0.227
H -2.995 3.671 0.490  0.245
H -0.974 4.861 1.334  0.219
H 1.366 5.251 1.100  0.415

Properties
HOMO energy	-8.9	eV
relative energy (zero: lowest compared OMol25 entry of this formula, charge and spin)	9.9	kJ/mol
largest force on an atom	1.024	eV/A
gap between HOMO and LUMO	0.3473	Ha
SMILES	O=C1CCc2cc(S(=O)(=O)N3CCC[C@H]3C(=O)NC3CCCCCCC3)ccc2N1
M	433.57	g mol⁻¹